[1]
The following is a DFT calculation (wB97M-V/def2-TZVPD) of one molecule with the formula C7H6FNO in a non-equilibrium geometry.

structure (SMILES) = C=[N+]([O-])c1ccccc1F
total charge = 0
relative energy (zero: lowest compared OMol25 entry of this formula, charge and spin) = 433.2 kJ/mol
LUMO energy = 0.41 eV
frontier orbital gap = 9.3 eV

Cartesian coordinates (Å):
C  1.486860  1.601908  -1.768843
N  1.703416  0.880981  -0.701960
O  2.766043  0.629549  -0.135186
C  0.434279  0.078213  -0.120209
C  0.558675  -1.270186  0.373387
C  -0.507333  -1.872748  1.031189
C  -1.683511  -1.173907  1.130075
C  -1.825514  0.158285  0.784676
C  -0.743749  0.755353  0.088690
F  -0.939639  2.069351  -0.176767
H  2.239753  2.249567  -2.324776
H  0.629551  1.447542  -2.380915
H  1.580902  -1.796762  0.401953
H  -0.449475  -2.805898  1.447271
H  -2.487942  -1.728447  1.701822
H  -2.762315  0.777199  0.649594

Atoms 1-6, force components in eV/Å:
C 1.4 0.8 -1.1
N -2.7 -1.7 -0.8
O 0.9 0.4 0.8
C 1.8 0.0 -0.3
C 1.9 0.6 0.1
C 0.9 2.7 -1.9

=====

[2]
The following is a DFT calculation (wB97M-V/def2-TZVPD) of a 2-piece molecular cluster, C5H11NO overall in a non-equilibrium geometry.

structure (SMILES) = C=C/C=C\NC.O
total charge = 0
relative energy (zero: lowest compared OMol25 entry of this formula, charge and spin) = 429.8 kJ/mol
LUMO energy = 0.87 eV
frontier orbital gap = 8.7 eV

Cartesian coordinates (Å):
C  0.371931  -0.149295  2.875404
C  0.871796  0.146845  1.670660
C  -0.059475  0.077680  0.425357
C  0.724659  0.241401  -0.689896
N  2.012115  -0.389212  -0.839560
C  2.946020  0.597862  -1.245423
H  0.868384  0.119206  3.771137
H  -0.680990  -0.389678  2.953588
H  1.883965  0.480422  1.391269
H  -1.123804  0.005878  0.610458
H  0.268663  0.782640  -1.602159
H  1.831241  -1.462269  -1.102611
H  3.829943  0.117603  -1.726595
H  2.385959  1.376980  -1.818611
H  3.279413  1.053904  -0.252344
O  -5.493511  -0.402816  -1.396361
H  -6.342301  -0.825189  -1.057843
H  -5.466772  -0.799443  -2.335093

Atoms 1-6, force components in eV/Å:
C 0.0 1.0 -0.9
C -1.9 -1.4 -1.2
C 4.3 0.2 1.1
C -2.9 -0.8 -1.1
N -3.7 -2.0 0.6
C 1.5 -0.1 0.8

=====

[3]
The following is a DFT calculation (wB97M-V/def2-TZVPD) of C13H23BiI2OP2 as an isolated structure in a non-equilibrium geometry.

total charge = +2
relative energy (zero: lowest compared OMol25 entry of this formula, charge and spin) = 239.3 kJ/mol
LUMO energy = -8.17 eV
frontier orbital gap = 5.8 eV

Cartesian coordinates (Å):
I  -2.898588  -5.013134  -1.550953
I  -0.298361  -5.415707  -1.895781
Bi  -0.271448  -0.721022  -0.271710
P  0.058612  -0.072557  -2.575007
C  1.695653  -0.182816  -3.285043
C  -1.020126  -1.069103  -3.593491
H  -0.989886  -0.668691  -4.620902
H  -0.479246  1.864829  -3.842318
H  -2.048347  -1.021413  -3.210242
H  -1.488264  1.748019  -2.359836
H  2.068930  -1.214633  -3.257316
H  -0.696737  -2.117207  -3.598928
C  -0.476396  1.624373  -2.767762
H  1.635915  0.151182  -4.335360
H  0.197467  2.310524  -2.242276
H  2.405608  0.456098  -2.745096
P  -0.528368  -1.381013  2.035702
C  0.904533  -1.945362  2.944499
C  -1.206025  0.003563  2.947608
H  -2.655649  -2.383102  1.580606
H  -1.977157  -2.880578  3.170169
H  -1.360843  -3.605389  1.646457
C  -1.742597  -2.687372  2.109817
H  -2.100197  0.385968  2.437886
H  -1.476004  -0.347968  3.955634
H  0.581237  -2.197615  3.969518
H  1.676567  -1.167873  2.992899
H  -0.476074  0.816834  3.027143
H  1.341155  -2.837581  2.476748
C  1.789222  -1.180370  -0.142277
O  2.948770  -1.427290  -0.064459
C  0.814853  4.017951  1.371102
C  -0.435921  3.652809  0.875712
C  -0.659796  2.345305  0.437135
C  0.371677  1.410601  0.491279
C  1.607237  1.764041  0.988006
C  1.836196  3.078454  1.430681
H  0.990254  5.041672  1.714311
H  -1.244357  4.390670  0.830832
H  -1.648293  2.067905  0.052128
H  2.434217  1.047812  1.051303
H  2.820575  3.359185  1.821580

Atoms 1-6, force components in eV/Å:
I 0.0 0.1 0.0
I 0.0 0.1 0.0
Bi -4.9 1.9 0.0
P 2.0 1.3 -4.0
C 0.5 0.1 -0.8
C -0.4 -0.2 -0.3

=====

[4]
The following is a DFT calculation (wB97M-V/def2-TZVPD) of a 2-piece molecular cluster, C2H4OS3 overall in a non-equilibrium geometry.

total charge = 0
relative energy (zero: lowest compared OMol25 entry of this formula, charge and spin) = 414.1 kJ/mol
LUMO energy (spin up / spin down) = -0.08 / -0.12 eV
frontier orbital gap (spin up / spin down) = 7.0 / 8.2 eV

Cartesian coordinates (Å):
C  1.604685  0.159778  0.868611
C  -0.814806  -0.430146  -0.183346
O  2.299121  0.121204  -0.087164
S  -1.956683  -1.341955  0.905127
S  -1.255695  1.248349  -0.469682
S  0.038814  -1.373523  -1.366715
H  1.871395  0.727641  1.750859
H  -2.603773  -0.085614  1.367988
H  -0.324201  1.408469  -1.421163
H  1.141142  -0.434206  -1.364519

Atoms 1-6, force components in eV/Å:
C -0.7 -0.5 -1.0
C -0.1 -0.6 1.1
O 0.3 0.2 0.2
S -0.2 3.1 0.0
S 0.1 -0.2 -0.2
S 0.8 1.3 -0.1

=====

[5]
The following is a DFT calculation (wB97M-V/def2-TZVPD) of C23H28N6O2S3ScSe2 as an isolated structure.

total charge = +1
LUMO energy = -3.61 eV
frontier orbital gap = 6.6 eV

Cartesian coordinates (Å):
Sc  0.278432  0.237994  -0.230119
N  4.362096  2.251284  -0.224409
C  3.337554  1.388561  -0.285678
S  2.050541  1.740135  -1.381814
N  3.439892  0.301293  0.457320
N  2.346017  -0.488714  0.384848
C  2.505570  -1.712370  0.764036
C  1.375932  -2.620026  0.688742
C  1.510625  -3.971520  1.007117
C  0.398448  -4.788209  0.931770
C  -0.818536  -4.233329  0.561716
C  -0.871634  -2.880451  0.271590
N  0.197365  -2.080083  0.307175
H  4.320706  3.120738  -0.722470
H  5.097568  2.085767  0.442711
H  3.478922  -2.062489  1.098161
H  2.472789  -4.358902  1.309024
H  0.475798  -5.839315  1.169958
H  -1.718647  -4.826191  0.509684
H  -1.807460  -2.408630  0.007836
Se  -1.229818  0.167657  -4.133354
Se  -1.421308  -1.546669  -2.590698
C  0.413992  -2.094745  -2.714672
C  0.764994  -3.300220  -3.293311
C  2.120033  -3.579695  -3.418988
C  3.038878  -2.637542  -2.994392
C  2.577728  -1.466266  -2.411258
N  1.283239  -1.206810  -2.244891
C  -1.324267  1.690529  -2.970344
C  -1.864341  2.821042  -3.578694
C  -1.987777  3.989046  -2.850818
C  -1.601234  3.981074  -1.521804
C  -1.078886  2.813198  -0.998167
N  -0.914958  1.679647  -1.698318
H  0.008036  -3.979607  -3.656171
H  2.446583  -4.506852  -3.867685
H  4.099608  -2.798119  -3.104551
H  3.257540  -0.703723  -2.054752
H  -2.203087  2.772698  -4.603796
H  -2.401630  4.874019  -3.310577
H  -1.697779  4.846108  -0.884597
H  -0.771766  2.784848  0.039586
C  -0.223377  -0.765758  3.282502
C  -1.545915  -0.843756  2.558821
O  -1.637037  -0.181347  1.262254
C  -3.063072  -0.115231  0.990938
C  -3.456097  0.646192  -0.245361
H  -0.299971  -1.445745  4.132659
H  -0.021396  0.233335  3.652222
H  0.633006  -1.080667  2.688147
H  -2.308220  -0.377015  3.191334
H  -1.845510  -1.886797  2.402691
H  -3.521972  0.368548  1.858069
H  -3.437805  -1.148016  0.954756
H  -3.202280  1.698632  -0.148593
H  -4.539048  0.570607  -0.346554
H  -3.014824  0.247154  -1.157365
C  -0.295721  4.715368  4.018307
O  0.394941  3.731620  3.241285
C  -0.257376  2.794350  2.559409
S  -1.906571  2.682257  2.529611
S  0.932745  1.840673  1.734020
H  0.349212  5.590131  4.007090
H  -0.405974  4.338467  5.035261
H  -1.273494  4.931834  3.593549

Atoms 1-6, force components in eV/Å:
Sc 0.1 0.0 -0.1
N 0.0 -0.2 0.1
C 0.1 0.3 -0.1
S -0.1 0.1 0.0
N 0.0 -0.2 0.0
N 0.3 -0.4 0.2

=====

Copy entry 1 word for word.
The following is a DFT calculation (wB97M-V/def2-TZVPD) of one molecule with the formula C7H6FNO in a non-equilibrium geometry.

structure (SMILES) = C=[N+]([O-])c1ccccc1F
total charge = 0
relative energy (zero: lowest compared OMol25 entry of this formula, charge and spin) = 433.2 kJ/mol
LUMO energy = 0.41 eV
frontier orbital gap = 9.3 eV

Cartesian coordinates (Å):
C  1.486860  1.601908  -1.768843
N  1.703416  0.880981  -0.701960
O  2.766043  0.629549  -0.135186
C  0.434279  0.078213  -0.120209
C  0.558675  -1.270186  0.373387
C  -0.507333  -1.872748  1.031189
C  -1.683511  -1.173907  1.130075
C  -1.825514  0.158285  0.784676
C  -0.743749  0.755353  0.088690
F  -0.939639  2.069351  -0.176767
H  2.239753  2.249567  -2.324776
H  0.629551  1.447542  -2.380915
H  1.580902  -1.796762  0.401953
H  -0.449475  -2.805898  1.447271
H  -2.487942  -1.728447  1.701822
H  -2.762315  0.777199  0.649594

Atoms 1-6, force components in eV/Å:
C 1.4 0.8 -1.1
N -2.7 -1.7 -0.8
O 0.9 0.4 0.8
C 1.8 0.0 -0.3
C 1.9 0.6 0.1
C 0.9 2.7 -1.9

=====

Question: The highest total charge belongs to which entry?
Answer: C13H23BiI2OP2